Here is a cluster of 2 separate species, C2H6FN2O in total in a non-equilibrium geometry from the OMol25 dataset. Energies are from the ωB97M-V functional and the def2-TZVPD basis.

Atoms and positions in Å:
C -0.02 0.46 0.06
C 1.37 -0.79 -1.97
N -1.20 -0.06 0.20
N 0.65 1.07 0.91
O 0.14 1.41 2.20
F 1.62 -1.77 -1.21
H 0.33 -0.77 -2.28
H 2.28 -0.32 -2.41
H -1.42 -0.94 -0.31
H -1.79 0.38 0.82
H 1.54 1.52 0.66
H 0.99 1.50 2.74

Lowest unoccupied orbital energy (alpha / beta), eV: -5.27 / -6.34
Frontier orbital gap (alpha / beta), eV: 8.699 / 6.960
Total charge: +1
ΔE to the lowest compared entry with this formula, charge and spin, eV: 3.762
Largest force on an atom, eV Å⁻¹: 4.5